ORCA calculation (the ωB97M-V functional and the def2-TZVPD basis) on C18H23HfN2O6 as an isolated structure.

Geometry as XYZ:
```
50
Properties=species:S:1:pos:R:3:nbo_charge:R:1
Hf -0.4744 0.4961 -0.6430 2.700
C -3.2710 1.8949 -0.8807 -0.243
O -2.5625 0.5869 -1.0836 -0.671
C -2.9251 -0.1446 -2.3287 -0.112
C -1.7452 -0.1317 -3.2784 -0.106
O -0.4833 -0.4343 -2.5210 -0.652
C -0.0387 -1.8591 -2.4893 -0.275
H -4.3294 1.6908 -0.7594 0.254
H -3.0560 2.5312 -1.7332 0.226
H -2.8718 2.3197 0.0359 0.221
H -3.7807 0.3452 -2.7896 0.269
H -3.2175 -1.1453 -2.0198 0.242
H -1.5732 0.8371 -3.7386 0.250
H -1.8713 -0.8872 -4.0506 0.269
H 0.2079 -2.1673 -3.5004 0.273
H -0.8308 -2.4733 -2.0668 0.218
H 0.8731 -1.8795 -1.8924 0.234
O 1.4739 0.9701 -0.5362 -0.772
C 1.1964 2.2408 -0.8122 0.749
O -0.1500 2.4104 -0.9712 -0.792
C 2.1293 3.2576 -0.9194 -0.206
C 1.7106 4.5780 -1.2214 -0.083
C 2.6602 5.5613 -1.3259 -0.219
C 4.0067 5.2355 -1.1260 -0.022
C 4.4306 3.9365 -0.8260 -0.220
C 3.4975 2.9375 -0.7219 -0.077
H 0.6629 4.8014 -1.3690 0.241
H 2.3766 6.5776 -1.5605 0.264
H 4.7493 6.0205 -1.2093 0.259
H 5.4813 3.7271 -0.6816 0.265
H 3.7939 1.9221 -0.4978 0.245
O 0.7799 -6.0204 1.0999 -0.727
C 0.3694 -5.8290 2.4402 0.085
N 0.3607 -4.3869 2.6186 -0.596
C -0.7396 -3.6777 2.9213 0.635
O -1.8238 -4.0903 3.2619 -0.532
C -0.6195 -2.1718 2.7879 -0.098
C -0.8092 -1.3280 3.8812 -0.013
C -0.8922 0.0490 3.6995 -0.206
C -0.8471 0.5462 2.4201 0.074
N -0.6822 -0.2674 1.3454 -0.712
C -0.5484 -1.6056 1.5428 0.048
H 1.0229 -6.9458 0.9780 0.499
H 1.0659 -6.2831 3.1432 0.192
H -0.6410 -6.1843 2.6315 0.208
H 1.2221 -3.8978 2.4340 0.406
H -0.9028 -1.7552 4.8735 0.280
H -1.0233 0.7223 4.5354 0.282
H -0.9450 1.6104 2.2353 0.229
H -0.4162 -2.2409 0.6684 0.218
```

As for the energy: -35585.72789 eV. Its total charge is +3. As for the spin multiplicity: 1. The LUMO energy comes out at -0.384 Ha.



ORCA calculation (the ωB97M-V functional and the def2-TZVPD basis) on C15H25N5O5Sr as an isolated structure at a distorted geometry.

Geometry as XYZ:
```
51
Properties=species:S:1:pos:R:3:nbo_charge:R:1
O -0.1933 -2.4488 -1.0085 -1.158
H -0.7559 -2.2569 -0.2296 0.441
Sr 1.5641 -0.6077 -0.4704 1.817
N 1.9340 0.3616 -2.9313 -0.134
N -0.1138 0.9321 -1.6312 -0.290
O 2.9798 -0.0891 -3.5688 -0.617
O -1.3425 1.0235 -0.9623 -0.627
C 1.0496 1.1045 -3.6317 0.021
C -0.1434 1.3914 -2.8921 0.249
C 1.2530 1.5684 -5.0321 -0.670
C -1.2822 2.1263 -3.5084 -0.687
H 2.2015 1.1853 -5.4193 0.255
H 1.2732 2.6676 -5.0881 0.208
H 0.4300 1.2305 -5.6796 0.218
H -2.0753 2.2948 -2.7753 0.246
H -1.6894 1.5572 -4.3574 0.239
H -0.9506 3.0985 -3.9015 0.225
H 3.4436 -1.0124 -2.4189 0.515
H -1.0850 1.0962 0.0208 0.485
O 2.4922 1.7109 0.2556 -0.982
H 3.2526 2.1684 -0.1505 0.501
H 1.8325 2.4111 0.4174 0.497
C -1.7471 -4.0603 -1.9314 -1.110
H -1.4299 -5.0832 -1.7184 0.172
H -1.9036 -3.8761 -2.9961 0.182
H -2.6239 -3.7820 -1.3449 0.157
O 3.4369 -1.4708 -1.4866 -1.096
H -0.7873 -3.2510 -1.5619 0.384
H 4.1527 -2.1237 -1.4652 0.495
N 0.9496 0.0827 2.2630 -0.668
C 0.1497 1.2640 2.4867 0.377
C 0.2494 1.9598 3.6991 -0.275
C -0.6632 2.9792 3.9578 -0.141
C -1.6118 3.2899 2.9728 -0.262
C -1.5978 2.5839 1.7770 0.072
N -0.7100 1.5909 1.5366 -0.491
C 0.2034 -1.0991 2.6213 0.335
C 0.3529 -1.6732 3.8949 -0.285
C -0.5391 -2.6782 4.2600 -0.150
C -1.4947 -3.0940 3.3219 -0.255
C -1.4898 -2.5295 2.0475 0.066
N -0.6261 -1.5488 1.6942 -0.462
H 1.7290 0.1420 2.9182 0.379
H 0.9992 1.6237 4.4165 0.222
H -0.6419 3.5223 4.9018 0.232
H -2.3556 4.0709 3.1117 0.235
H -2.3044 2.7863 0.9707 0.225
H 1.1274 -1.2751 4.5504 0.214
H -0.4921 -3.1371 5.2477 0.228
H -2.2290 -3.8669 3.5535 0.235
H -2.1775 -2.8602 1.2643 0.235
```

As for the energy: -34481.46340 eV. Its total charge is 0. Its energy above the lowest of the compared OMol25 structures with the same formula, charge and spin is 0.0 kcal/mol. As for the spin multiplicity: 1. The LUMO energy comes out at -0.017 Ha.